1.
{
  "formula": "C21H50FN4O9P2",
  "method": "ωB97M-V/def2-TZVPD",
  "elements": ["C", "C", "N", "C", "C", "N", "C", "N", "N", "C", "C", "F", "C", "C", "O", "H", "H", "H", "H", "H", "H", "H", "H", "H", "H", "H", "H", "H", "H", "H", "H", "H", "H", "H", "H", "O", "P", "O", "C", "C", "O", "C", "C", "O", "C", "C", "H", "H", "H", "H", "H", "H", "H", "H", "H", "H", "H", "H", "H", "H", "H", "O", "P", "O", "C", "C", "O", "C", "C", "O", "C", "C", "H", "H", "H", "H", "H", "H", "H", "H", "H", "H", "H", "H", "H", "H", "H"],
  "coordinates": [[0.193, 0.304, 0.741], [-0.537, -1.105, 0.628], [0.126, -2.090, -0.283], [-0.895, -3.137, -0.634], [-0.166, -4.557, -0.435], [0.352, -4.639, 0.970], [1.001, -5.956, 1.171], [0.390, -6.759, 2.055], [2.209, -6.278, 0.488], [3.093, -7.189, 1.268], [3.665, -6.506, 2.612], [4.200, -7.623, 0.490], [0.650, -1.466, -1.507], [2.105, -1.957, -1.978], [0.062, -0.641, -2.215], [-0.060, 0.934, -0.176], [-0.297, 0.855, 1.620], [1.301, 0.244, 0.958], [-1.646, -0.938, 0.408], [-0.505, -1.572, 1.678], [-1.709, -3.096, 0.163], [-1.346, -3.005, -1.666], [-0.919, -5.384, -0.675], [0.729, -4.583, -1.146], [1.120, -3.970, 1.137], [-0.633, -6.771, 2.033], [0.898, -7.305, 2.760], [2.761, -5.441, 0.258], [2.488, -8.102, 1.553], [2.885, -5.880, 3.151], [3.961, -7.340, 3.322], [4.590, -5.911, 2.341], [2.194, -1.865, -3.103], [2.944, -1.445, -1.418], [2.194, -3.076, -1.744], [1.562, 1.912, 3.827], [1.559, 3.123, 4.767], [2.597, 4.042, 3.854], [2.193, 4.388, 2.531], [1.208, 5.544, 2.534], [2.619, 2.456, 5.864], [2.645, 1.039, 6.043], [3.757, 0.413, 5.214], [1.353, 4.415, 5.859], [2.468, 5.150, 6.381], [2.745, 6.427, 5.607], [1.758, 3.524, 2.022], [3.092, 4.667, 1.975], [0.412, 5.391, 3.266], [0.761, 5.669, 1.545], [1.713, 6.477, 2.792], [1.674, 0.600, 5.807], [2.828, 0.842, 7.102], [3.807, 0.822, 4.205], [3.631, -0.670, 5.148], [4.730, 0.617, 5.674], [3.372, 4.544, 6.445], [2.192, 5.421, 7.404], [3.321, 6.229, 4.703], [3.343, 7.117, 6.208], [1.818, 6.921, 5.308], [-5.003, 3.085, -4.456], [-4.848, 1.639, -4.943], [-3.219, 1.538, -4.637], [-2.783, 1.702, -3.291], [-2.992, 0.435, -2.481], [-4.846, 2.030, -6.560], [-5.579, 3.174, -7.007], [-4.664, 4.381, -7.139], [-4.872, -0.001, -5.412], [-3.905, -0.540, -6.318], [-2.746, -1.217, -5.606], [-3.299, 2.540, -2.817], [-1.719, 1.954, -3.317], [-3.996, 0.026, -2.626], [-2.839, 0.630, -1.416], [-2.280, -0.334, -2.784], [-6.421, 3.379, -6.344], [-6.004, 2.934, -7.985], [-3.984, 4.485, -6.293], [-5.244, 5.301, -7.236], [-4.032, 4.280, -8.028], [-3.532, 0.205, -7.021], [-4.436, -1.295, -6.905], [-2.004, -0.492, -5.273], [-2.226, -1.900, -6.284], [-3.086, -1.771, -4.728]],
  "forces_ev_per_angstrom": [[-1.2, 0.3, 0.2], [0.1, 1.1, 1.6], [-1.1, 0.8, -0.8], [0.5, -1.3, 1.0], [-0.3, 1.2, -1.7], [0.7, -2.9, -0.7], [0.8, 1.2, -0.7], [0.9, 0.2, -0.8], [-1.2, 0.9, 3.3], [0.9, -1.1, 1.4], [0.0, -0.7, -0.6], [-2.0, 1.0, 0.9], [0.7, 1.0, -2.3], [-0.9, -1.1, 0.4], [1.1, -2.1, 2.3], [0.7, -0.9, 1.1], [0.8, -0.8, -1.1], [-1.3, 0.0, -0.4], [1.5, -0.2, -0.1], [-0.1, 0.5, -1.5], [0.9, 0.0, -1.2], [0.6, -0.3, 1.2], [1.3, 0.9, 0.6], [-1.4, -0.3, 0.6], [-0.6, 0.2, -0.5], [0.5, 0.5, 0.7], [-0.5, -0.2, -1.0], [-0.6, -0.2, -0.4], [0.7, 0.9, -0.7], [1.0, -0.6, -0.8], [-0.2, 1.0, -0.9], [-1.2, -0.5, 0.4], [-0.1, 0.3, 1.5], [-1.1, -0.4, -0.7], [-0.1, 1.5, -0.2], [-4.3, 1.2, 0.7], [9.1, 0.5, 1.0], [-0.9, 0.0, -0.1], [-0.1, 0.1, -0.4], [0.1, 0.2, -0.1], [-1.3, -0.1, 0.3], [0.3, -0.3, -0.2], [0.3, 0.0, 0.1], [-3.3, -1.9, -1.5], [0.8, 0.7, 0.1], [0.1, 0.0, -0.4], [0.1, -0.1, 0.1], [0.0, -0.1, 0.2], [0.0, -0.1, -0.1], [0.0, 0.0, 0.1], [-0.1, 0.0, 0.0], [0.1, 0.1, -0.1], [0.0, 0.2, 0.0], [-0.3, 0.0, 0.0], [0.0, 0.0, 0.0], [-0.1, -0.1, 0.0], [-0.2, -0.2, -0.1], [-0.3, -0.3, -0.1], [-0.1, -0.1, 0.0], [-0.1, -0.1, 0.1], [0.0, 0.0, 0.2], [-2.9, -2.7, 2.2], [6.5, 2.1, -6.0], [-0.5, -0.3, 0.6], [0.1, 0.1, 0.3], [0.1, -0.2, 0.0], [-1.1, -0.6, 0.6], [0.1, 0.5, -0.1], [0.2, 0.0, -0.3], [-2.6, 1.2, 2.6], [0.7, -0.4, -0.3], [0.3, 0.2, 0.2], [0.0, 0.0, -0.2], [-0.1, 0.0, -0.2], [-0.1, 0.1, 0.1], [0.0, 0.0, 0.0], [-0.1, 0.0, 0.0], [0.2, 0.0, 0.0], [0.1, -0.2, 0.1], [-0.2, -0.1, 0.1], [0.0, 0.0, 0.0], [-0.1, 0.0, 0.1], [-0.2, 0.1, 0.2], [-0.3, 0.2, 0.2], [-0.1, 0.0, 0.0], [-0.2, 0.0, -0.1], [-0.1, -0.1, -0.1]],
  "total_charge": 1,
  "max_force_ha_per_bohr": 0.17851,
  "energy_ev": -68260.231
}



2.
{
  "formula": "C21H51ClNO9",
  "method": "ωB97M-V/def2-TZVPD",
  "elements": ["C", "C", "C", "N", "Cl", "H", "H", "H", "H", "H", "H", "H", "H", "H", "C", "O", "C", "C", "O", "C", "C", "O", "C", "H", "H", "H", "H", "H", "H", "H", "H", "H", "H", "H", "H", "H", "H", "C", "O", "C", "C", "O", "C", "C", "O", "C", "H", "H", "H", "H", "H", "H", "H", "H", "H", "H", "H", "H", "H", "H", "C", "O", "C", "C", "O", "C", "C", "O", "C", "H", "H", "H", "H", "H", "H", "H", "H", "H", "H", "H", "H", "H", "H"],
  "coordinates": [[9.211, -0.996, 6.383], [7.947, -0.540, 7.190], [6.650, -1.300, 6.793], [5.719, -0.444, 5.971], [5.700, -1.650, 8.304], [10.014, -1.178, 7.109], [9.076, -1.914, 5.803], [9.561, -0.156, 5.770], [7.834, 0.544, 7.060], [8.123, -0.797, 8.238], [6.826, -2.249, 6.282], [5.727, 0.501, 6.358], [5.982, -0.450, 4.981], [4.753, -0.767, 6.072], [4.487, -1.896, -0.498], [3.920, -0.808, 0.215], [2.592, -0.469, -0.149], [1.535, -0.670, 0.940], [1.361, -1.955, 1.519], [2.438, -2.587, 2.182], [3.063, -1.918, 3.409], [3.579, -0.605, 3.211], [2.907, 0.428, 3.911], [5.258, -1.525, -1.178], [4.973, -2.568, 0.215], [3.745, -2.467, -1.059], [2.285, -0.983, -1.064], [2.603, 0.602, -0.378], [0.574, -0.438, 0.471], [1.635, 0.073, 1.731], [3.201, -2.867, 1.458], [2.034, -3.540, 2.536], [3.916, -2.546, 3.697], [2.355, -1.940, 4.243], [1.942, 0.118, 4.316], [2.745, 1.268, 3.236], [3.552, 0.784, 4.727], [-0.250, -1.100, -6.582], [0.253, 0.140, -6.117], [-0.490, 1.283, -6.501], [-1.154, 2.066, -5.365], [-2.070, 1.408, -4.502], [-1.651, 0.294, -3.733], [-0.523, 0.459, -2.711], [0.706, 0.932, -3.237], [1.102, 2.216, -2.789], [0.412, -1.498, -7.355], [-0.251, -1.811, -5.751], [-1.268, -1.024, -6.971], [-1.234, 1.031, -7.262], [0.224, 1.970, -6.969], [-1.741, 2.852, -5.850], [-0.418, 2.606, -4.771], [-1.462, -0.551, -4.394], [-2.535, -0.003, -3.159], [-0.321, -0.541, -2.307], [-0.864, 1.077, -1.875], [0.294, 2.763, -2.296], [1.439, 2.796, -3.649], [1.951, 2.115, -2.103], [-4.868, -0.862, -0.266], [-5.212, 0.392, -0.824], [-5.469, 0.392, -2.218], [-6.901, 0.736, -2.636], [-7.982, -0.043, -2.148], [-8.222, -0.139, -0.753], [-8.540, 1.127, 0.049], [-7.569, 2.156, 0.000], [-7.978, 3.350, -0.642], [-3.808, -0.864, 0.006], [-5.443, -1.006, 0.652], [-5.078, -1.696, -0.939], [-5.167, -0.556, -2.675], [-4.827, 1.170, -2.645], [-6.931, 0.610, -3.723], [-7.116, 1.793, -2.481], [-7.421, -0.709, -0.283], [-9.104, -0.780, -0.661], [-8.607, 0.817, 1.098], [-9.527, 1.505, -0.234], [-8.891, 3.225, -1.228], [-7.179, 3.677, -1.310], [-8.129, 4.133, 0.107]],
  "forces_ev_per_angstrom": [[0.0, 0.7, 0.6], [0.4, -1.1, -0.8], [0.1, 0.4, 1.5], [0.1, -0.3, 0.2], [0.2, 0.0, -0.8], [-0.2, -0.1, -0.3], [0.0, 0.3, 0.0], [-0.1, -0.5, -0.2], [-0.2, -0.3, 0.4], [-0.2, 0.4, -0.2], [-0.1, 0.3, 0.0], [0.1, 0.1, -0.2], [-0.2, 0.2, -0.1], [0.0, -0.2, -0.3], [0.3, 0.2, 0.2], [-0.3, -0.3, 0.0], [0.0, 0.1, 0.1], [0.0, 0.3, 0.1], [0.0, 0.0, 0.1], [0.1, -0.1, -0.4], [0.0, -0.1, -0.1], [-0.2, 0.0, 0.3], [0.3, 0.0, -0.2], [-0.1, 0.0, -0.1], [0.0, 0.0, 0.0], [0.0, 0.0, 0.0], [0.1, -0.1, 0.0], [-0.2, 0.0, 0.0], [0.0, -0.1, 0.0], [0.3, 0.1, 0.0], [0.2, 0.2, 0.0], [-0.1, 0.1, 0.1], [-0.1, -0.2, 0.0], [-0.1, 0.2, 0.0], [0.0, -0.1, 0.0], [0.0, 0.0, 0.0], [-0.2, 0.1, 0.1], [0.3, 0.0, 0.2], [-0.5, 0.0, 0.0], [0.1, 0.0, 0.1], [0.2, 0.2, 0.1], [0.0, 0.0, 0.1], [-0.1, -0.3, -0.2], [0.0, -0.1, -0.2], [-0.3, 0.3, 0.2], [0.3, -0.2, -0.1], [-0.1, 0.0, -0.1], [0.0, 0.0, 0.0], [0.0, 0.0, 0.0], [0.0, -0.1, 0.1], [-0.1, 0.2, 0.0], [-0.1, -0.1, 0.0], [0.3, -0.2, 0.0], [0.3, 0.0, 0.0], [0.0, 0.1, 0.1], [-0.2, 0.0, 0.0], [0.0, 0.2, -0.1], [0.0, 0.0, 0.0], [0.0, 0.0, 0.0], [-0.1, 0.1, 0.1], [0.0, 0.3, 0.2], [-0.2, -0.4, -0.2], [0.0, 0.2, 0.0], [-0.1, 0.3, 0.0], [0.0, 0.0, 0.0], [0.2, -0.2, 0.1], [0.1, -0.1, 0.0], [-0.3, -0.1, -0.4], [0.3, 0.1, 0.2], [0.0, -0.1, -0.1], [0.0, 0.0, 0.0], [0.0, 0.0, 0.0], [-0.1, -0.1, 0.1], [-0.1, 0.0, -0.2], [0.0, -0.1, 0.0], [0.2, 0.1, 0.3], [0.2, 0.2, 0.1], [-0.1, 0.1, -0.1], [-0.1, -0.1, 0.0], [0.0, 0.1, -0.1], [0.0, 0.0, 0.0], [0.0, 0.0, 0.0], [-0.1, 0.0, -0.1]],
  "total_charge": 1,
  "max_force_ha_per_bohr": 0.03043,
  "energy_ev": -55030.529
}